[1]
{"formula": "C6H15N3", "method": "the ωB97M-V functional and the def2-TZVPD basis", "molar_mass_g_mol": 129.21, "total_energy_ha": -401.70919, "homo_ev": [-7.137, -8.091], "total_charge": 0, "lumo_energy_ha": [-0.0010, 0.0208], "de_lowest_ev": 4.846, "symbols": ["N", "H", "H", "H", "H", "C", "H", "C", "H", "H", "H", "C", "N", "H", "C", "H", "H", "H", "C", "H", "H", "H", "C", "N"], "coordinates": [[0.093, 2.586, -0.304], [-0.379, -1.820, 2.002], [-1.845, 0.080, -1.379], [0.453, -1.767, -2.401], [-2.492, 1.006, 0.614], [0.218, -0.593, -0.636], [1.254, -2.062, 1.290], [-0.902, 0.637, -1.313], [0.530, 2.651, -1.214], [0.265, 0.569, 2.587], [0.905, -2.635, -0.958], [-0.943, 1.701, -0.233], [-1.793, 1.738, 0.724], [-0.183, -0.643, 0.503], [0.517, -1.338, 1.619], [1.182, -0.106, -0.554], [-0.807, -2.376, -1.314], [-0.003, 3.435, 0.228], [1.041, -0.176, 2.411], [1.858, 0.319, 1.883], [1.417, -0.521, 3.382], [-0.422, 0.330, -3.189], [0.184, -1.919, -1.355], [-0.148, 0.903, -2.396]], "forces_ev_per_a": [[0.0, 0.1, -0.2], [0.0, 0.0, 0.1], [0.0, 0.2, -0.1], [0.0, -0.1, 0.0], [0.1, 0.0, 0.0], [-1.2, 1.0, 0.2], [0.0, 0.1, -0.2], [1.0, -1.3, 1.0], [0.0, 0.0, 0.1], [0.0, 0.0, 0.0], [0.0, 0.1, 0.1], [-0.2, -0.1, 0.2], [0.1, 0.0, -0.2], [0.5, -0.5, -0.4], [-0.2, 0.0, 0.5], [0.1, 0.0, -0.2], [0.0, 0.0, 0.0], [0.0, -0.1, 0.0], [0.0, 0.0, 0.0], [0.0, 0.0, 0.1], [0.0, 0.1, -0.1], [0.0, -0.1, 0.1], [0.0, 0.1, -0.2], [0.0, 0.6, -0.8]], "lowdin_charge": [0.126, 0.077, 0.131, 0.071, 0.033, -0.147, 0.067, -0.360, 0.076, 0.066, 0.071, -0.518, 0.103, 0.065, -0.121, 0.101, 0.082, 0.098, -0.154, 0.071, 0.073, 0.044, -0.109, 0.055]}

=====

[2]
{"formula": "C3H5NO2", "method": "the ωB97M-V functional and the def2-TZVPD basis", "molar_mass_g_mol": 87.08, "total_energy_ha": -322.40582, "homo_ev": -9.617, "total_charge": 0, "smiles": "C[C@H]1OC=NO1", "lumo_energy_ha": 0.0327, "de_lowest_ev": 4.586, "symbols": ["C", "N", "H", "H", "H", "C", "O", "O", "H", "H", "C"], "coordinates": [[-1.748, -0.985, 0.194], [-0.948, -1.729, 0.862], [0.854, 1.628, -1.098], [0.304, 0.997, 1.197], [0.926, -0.065, -1.251], [0.309, 0.287, 0.416], [0.478, -1.050, 0.937], [-1.032, 0.315, -0.117], [2.354, 0.812, -0.367], [-2.812, -0.901, -0.016], [1.315, 0.693, -0.759]], "forces_ev_per_a": [[5.3, 3.8, 1.2], [0.6, 0.5, -0.6], [0.6, -0.1, -0.2], [0.2, 0.7, 1.3], [0.1, -3.7, -4.1], [-0.7, -0.4, -0.5], [-3.1, -0.3, -1.0], [-1.6, -2.0, -0.3], [-0.9, -0.6, -0.9], [0.4, -0.7, 0.1], [-0.8, 2.9, 4.9]], "lowdin_charge": [-0.058, 0.126, 0.086, 0.121, 0.016, -0.386, -0.073, -0.099, 0.106, 0.135, 0.025]}

=====

[3]
{"formula": "C14H18FeNO4", "method": "the ωB97M-V functional and the def2-TZVPD basis", "spin_multiplicity": 5, "molar_mass_g_mol": 320.15, "total_energy_ha": -2163.21925, "homo_ev": [-9.676, -11.271], "total_charge": 1, "lumo_energy_ha": [-0.1011, -0.2904], "de_lowest_ev": 0.301, "symbols": ["H", "C", "H", "N", "C", "H", "C", "Fe", "O", "H", "H", "H", "H", "C", "O", "H", "H", "C", "O", "C", "H", "C", "O", "C", "H", "C", "C", "C", "H", "H", "H", "H", "H", "C", "H", "H", "C", "C"], "coordinates": [[0.359, -1.864, 3.804], [0.322, 0.569, 2.954], [-1.342, -0.883, -4.067], [-0.450, -0.555, 2.392], [0.009, 2.639, -3.528], [1.764, -2.503, 1.311], [1.669, -1.767, 2.122], [0.473, 0.958, -3.771], [2.768, 1.451, -2.090], [-0.229, 1.502, 2.789], [2.384, -2.000, 2.934], [-2.248, 0.367, 2.979], [-2.386, -1.352, 2.480], [0.269, -1.796, 2.704], [-0.222, 3.780, -3.493], [-2.847, 1.021, -3.140], [-3.031, 1.174, -0.672], [-1.255, 0.064, -0.250], [1.429, 1.632, -6.417], [0.984, 1.200, -5.433], [0.870, -0.077, -0.474], [0.059, -0.610, -2.389], [2.012, -0.519, 1.527], [-2.111, 0.510, -2.508], [1.799, 1.468, 1.651], [1.944, 1.134, -2.852], [-0.037, -0.564, -0.853], [-1.136, -0.325, -3.135], [-1.658, -0.939, 4.064], [0.446, 0.413, 4.045], [-0.320, -2.643, 2.343], [-1.332, 0.194, 0.812], [0.774, -1.378, -2.748], [1.707, 0.612, 2.332], [2.453, 0.690, 3.147], [0.070, -1.602, -0.486], [-1.771, -0.617, 3.013], [-2.191, 0.617, -1.099]], "forces_ev_per_a": [[-0.5, 0.2, -0.3], [0.0, 0.6, -1.1], [0.1, 0.7, 0.4], [0.4, -0.4, 4.5], [-1.0, 4.4, 0.1], [0.1, 0.2, 0.4], [1.2, -0.1, -0.4], [-2.1, -2.4, 1.1], [-1.4, -0.9, -1.6], [0.1, -0.2, 0.1], [-0.1, -0.1, -0.4], [0.1, -0.2, 0.0], [0.1, 0.2, 0.2], [0.1, -0.4, -1.2], [0.5, -2.7, 0.1], [0.2, -0.3, 0.4], [0.3, -0.1, -0.2], [-0.1, 0.3, -2.3], [-1.3, -1.4, 2.2], [2.4, 1.8, -4.4], [0.0, 0.0, 0.1], [-2.0, -1.3, 0.1], [-0.9, -0.2, 0.6], [-1.1, 0.1, 0.5], [0.1, -0.2, 0.3], [3.0, 1.4, 2.6], [1.0, 0.2, -0.1], [2.2, -0.6, 0.2], [0.1, 0.1, -0.4], [-0.6, -0.2, -0.4], [0.1, 0.1, 0.1], [-0.1, 0.1, 0.2], [-0.6, 0.5, 0.1], [1.2, 0.2, -0.3], [-0.2, 0.2, -0.4], [0.0, 0.0, -0.2], [-1.1, 0.1, -0.7], [-0.1, 0.3, 0.2]], "lowdin_charge": [0.159, -0.096, 0.128, -0.055, -0.144, 0.141, -0.150, 0.212, 0.113, 0.149, 0.143, 0.117, 0.124, -0.103, 0.135, 0.120, 0.111, -0.067, 0.130, -0.136, 0.094, -0.162, -0.125, -0.089, 0.146, -0.185, -0.172, -0.180, 0.130, 0.165, 0.150, 0.057, 0.128, -0.148, 0.144, 0.118, -0.018, -0.086]}

=====

[4]
{"formula": "C27H27BrFN5O4V", "method": "the ωB97M-V functional and the def2-TZVPD basis", "spin_multiplicity": 2, "molar_mass_g_mol": 635.39, "total_energy_ha": -5237.74533, "homo_ev": [-7.467, -6.490], "total_charge": 0, "lumo_energy_ha": [-0.0021, -0.0034], "symbols": ["H", "H", "H", "H", "H", "C", "C", "N", "H", "C", "H", "C", "H", "H", "H", "N", "C", "C", "H", "O", "H", "O", "C", "C", "C", "C", "H", "H", "C", "Br", "H", "C", "O", "C", "H", "C", "N", "H", "H", "C", "H", "C", "C", "V", "H", "C", "C", "C", "C", "H", "N", "C", "C", "C", "H", "N", "O", "H", "H", "C", "F", "H", "C", "H", "H", "C"], "coordinates": [[-3.508, -1.548, -1.789], [-4.121, 2.876, 1.730], [0.653, 0.656, 5.124], [6.505, -0.386, -4.039], [1.829, 2.387, 1.709], [-2.383, 1.879, 2.479], [4.280, -2.954, -4.046], [-6.481, -1.069, 0.656], [-2.812, 1.719, 3.463], [-1.308, 2.233, -0.059], [0.293, -0.135, 2.777], [1.793, 1.439, 1.178], [-1.274, 4.531, -1.673], [-0.398, 2.047, 4.813], [-1.186, -0.087, 3.732], [-4.225, -1.156, 0.116], [-4.903, -1.249, 2.389], [-0.422, 0.534, 3.257], [-3.177, 3.165, -0.539], [-1.725, -2.974, -0.595], [1.141, 1.888, 3.958], [-5.806, -0.896, -1.511], [3.624, -1.479, 0.719], [-3.158, -1.073, -0.877], [-0.727, 2.443, -1.438], [3.009, -3.264, -3.590], [0.119, 4.040, -2.641], [2.521, -4.194, -3.845], [2.401, -2.343, -2.758], [0.731, -2.721, -1.893], [4.514, 0.090, -2.617], [4.122, -0.880, -2.906], [-7.257, -1.181, 2.792], [2.876, 0.545, 1.098], [3.614, -2.515, 0.415], [-1.112, 1.383, 2.216], [0.690, 0.996, 0.630], [-2.900, -1.303, 1.733], [0.172, 1.835, -1.557], [4.692, -0.747, 1.243], [4.770, 1.382, 1.885], [-0.375, 3.915, -1.676], [4.220, 0.545, 1.484], [0.810, -0.711, -0.258], [-7.436, -1.002, 0.337], [-5.527, -1.030, -0.339], [0.288, 1.335, 4.353], [-6.310, -1.171, 2.041], [-0.567, 1.590, 0.938], [6.566, -1.878, -5.001], [2.526, -0.709, 0.612], [-3.943, -1.244, 1.456], [6.308, -1.457, -4.030], [-1.873, -1.777, -0.404], [5.687, -1.117, 1.431], [2.900, -1.165, -2.463], [-1.022, -0.982, 0.151], [-2.923, -0.024, -1.070], [6.968, -1.908, -3.286], [-3.123, 2.525, 1.502], [-4.580, -1.335, 3.687], [0.289, 4.281, -0.892], [-2.588, 2.688, 0.236], [4.807, -3.650, -4.686], [-1.449, 2.126, -2.195], [4.882, -1.756, -3.670]], "forces_ev_per_a": [[0.0, 0.0, 0.0], [0.0, 0.0, 0.0], [0.0, 0.1, 0.0], [0.0, 0.0, 0.0], [0.0, 0.0, -0.1], [0.0, 0.0, 0.1], [-0.1, 0.1, 0.1], [-0.1, 0.0, 0.1], [0.0, 0.0, 0.0], [0.2, -0.1, -0.1], [-0.1, -0.1, 0.0], [0.0, -0.1, -0.2], [0.0, 0.0, 0.0], [0.0, 0.0, 0.0], [0.0, -0.1, 0.0], [-0.1, -0.1, -0.1], [0.3, 0.0, 0.0], [0.1, 0.2, 0.1], [0.0, 0.0, 0.0], [0.0, 0.2, 0.1], [0.0, 0.0, 0.0], [0.0, 0.0, 0.0], [0.2, 0.0, 0.0], [0.3, 0.0, 0.0], [-0.1, 0.2, 0.1], [-0.1, -0.2, 0.1], [0.0, 0.1, 0.0], [0.0, 0.0, 0.0], [0.0, 0.4, -0.1], [0.3, -0.7, -0.5], [0.0, 0.0, 0.0], [0.1, 0.0, 0.0], [0.1, 0.0, 0.1], [0.4, 0.0, 0.2], [0.0, 0.0, 0.0], [0.1, -0.1, -0.2], [-0.3, 1.6, 1.1], [0.0, 0.0, 0.0], [0.0, 0.0, -0.1], [0.0, -0.1, 0.0], [0.0, 0.0, 0.0], [0.1, -0.1, -0.1], [-0.2, 0.1, 0.0], [-0.3, -0.9, -1.6], [0.0, 0.0, 0.0], [0.2, 0.0, 0.0], [-0.1, -0.1, -0.1], [0.0, 0.0, -0.2], [-0.3, 0.4, 0.2], [0.0, 0.0, 0.0], [1.6, -0.2, 0.7], [-0.2, 0.0, 0.2], [0.0, 0.0, 0.1], [-0.8, -0.3, -0.4], [0.0, 0.0, 0.0], [-0.1, 0.0, 0.1], [-0.9, -0.3, 0.2], [-0.1, 0.0, 0.0], [0.0, 0.0, 0.0], [0.0, 0.0, 0.0], [-0.1, 0.0, 0.0], [0.0, 0.0, 0.0], [0.0, 0.0, 0.0], [0.0, 0.0, 0.0], [0.0, -0.1, 0.0], [0.0, -0.1, 0.0]], "lowdin_charge": [0.135, 0.106, 0.075, 0.080, 0.143, -0.044, -0.017, 0.216, 0.120, -0.190, 0.102, -0.047, 0.072, 0.075, 0.113, 0.030, -0.183, -0.192, 0.118, -0.017, 0.061, 0.086, -0.163, -0.013, -0.200, -0.082, 0.071, 0.108, -0.671, 0.998, 0.126, -0.080, 0.102, -0.307, 0.106, -0.171, -0.084, 0.144, 0.091, -0.093, 0.100, -0.085, -0.042, 0.753, 0.168, -0.468, -0.079, -0.400, -0.184, 0.081, -0.106, 0.057, -0.044, -0.655, 0.089, 0.026, -0.181, 0.126, 0.089, -0.072, 0.084, 0.078, -0.046, 0.122, 0.115, -0.249]}

=====

[5]
{"formula": "C37H29CsF4N8O2S", "method": "the ωB97M-V functional and the def2-TZVPD basis", "molar_mass_g_mol": 858.66, "total_energy_ha": -2833.71445, "homo_ev": -2.089, "total_charge": -2, "lumo_energy_ha": 0.1424, "de_lowest_ev": 0.000, "symbols": ["H", "C", "C", "C", "H", "C", "C", "C", "C", "C", "H", "H", "H", "C", "N", "C", "C", "N", "H", "C", "N", "H", "C", "H", "H", "O", "H", "C", "N", "H", "O", "N", "C", "Cs", "N", "H", "C", "F", "S", "H", "C", "H", "C", "H", "C", "C", "C", "C", "C", "C", "C", "H", "H", "H", "F", "H", "N", "C", "H", "H", "N", "H", "H", "H", "H", "F", "C", "C", "C", "F", "H", "C", "C", "C", "H", "C", "H", "C", "C", "C", "H", "C"], "coordinates": [[-1.638, -1.681, -6.260], [3.142, 0.089, -3.259], [1.201, -3.255, -0.484], [-5.638, 3.756, 3.753], [5.236, 2.462, 4.958], [-3.046, -1.638, 1.934], [-5.903, 1.516, 2.796], [4.232, -0.703, -3.181], [1.349, -4.402, -1.258], [3.041, 0.187, -0.838], [0.243, -1.788, 1.766], [-0.608, -0.325, -2.390], [-5.980, 4.560, 4.420], [4.437, -1.003, 3.509], [1.412, 1.355, -2.310], [2.530, 0.526, -2.105], [-1.539, -0.519, 3.411], [0.756, -2.229, -1.227], [-3.043, -2.030, 0.943], [4.818, -0.955, -1.941], [-0.648, -0.781, -3.286], [-1.998, 0.409, -4.416], [-4.572, 3.932, 2.878], [-0.459, -0.329, 3.519], [3.081, 2.091, 3.699], [4.382, -3.290, 2.674], [5.698, -1.588, -1.991], [0.007, 2.263, -4.147], [-0.412, -2.496, -4.684], [2.488, 0.414, 0.020], [1.389, 0.131, 2.241], [-1.720, -1.176, 2.114], [3.522, -0.011, 3.411], [-1.088, 1.407, 0.171], [0.958, -3.987, -2.499], [-3.015, 3.656, -3.365], [-4.653, 1.635, 2.084], [-3.887, 5.119, 2.792], [2.328, 0.699, -4.704], [-1.324, 2.971, -7.202], [-1.235, -1.576, -5.228], [-2.071, 0.439, 3.391], [-2.184, 3.253, -3.984], [0.805, -4.537, -3.301], [-6.317, 2.559, 3.578], [5.660, -0.805, 4.026], [-1.464, -0.534, -4.374], [-2.256, 3.211, -5.358], [-0.751, -2.245, 1.820], [-4.151, 2.968, 2.008], [-0.099, -1.994, -3.510], [-3.157, 3.665, -5.800], [4.635, -1.161, -4.052], [-5.052, -1.066, 1.808], [-7.432, 2.384, 4.342], [6.419, -1.602, 4.003], [-3.954, 0.682, 1.546], [-1.074, 2.667, -3.293], [1.667, -5.406, -1.031], [4.555, -0.805, 0.279], [2.578, -1.867, 2.365], [-1.051, -2.682, 0.856], [-0.687, -3.059, 2.571], [-4.308, -0.420, 3.231], [-1.911, -1.061, 4.341], [-3.017, 3.145, 1.303], [2.342, -0.565, 2.587], [4.981, 1.489, 4.567], [3.824, -2.232, 2.821], [-6.681, 0.410, 2.667], [-3.275, -2.492, 2.610], [0.602, -2.701, -2.446], [3.745, 1.274, 3.900], [1.155, 1.521, -3.557], [1.468, -3.088, 0.563], [-0.024, 2.328, -5.520], [0.823, 2.093, -6.109], [-4.135, -0.569, 2.148], [-1.189, 2.835, -6.133], [5.969, 0.470, 4.554], [6.956, 0.635, 4.991], [4.212, -0.550, -0.725]], "forces_ev_per_a": [[0.3, 0.0, 1.1], [-1.1, 0.8, -1.1], [1.1, -1.2, 0.9], [-0.1, 0.8, -0.2], [0.0, 0.1, 0.1], [-0.7, 0.5, 0.5], [0.6, 0.6, -0.2], [1.4, -0.7, 0.9], [-0.2, 1.2, 0.8], [0.5, -0.5, -1.3], [-0.3, -0.3, -0.2], [0.0, 0.3, -0.2], [0.1, -0.6, -0.4], [-0.6, -1.4, -0.6], [0.2, -0.5, 0.0], [-0.5, 1.0, 0.9], [0.5, -0.1, 0.2], [-0.5, 0.8, -0.5], [-0.6, -0.3, -1.0], [-0.2, -0.6, 0.2], [-0.8, -1.0, -0.4], [0.0, -0.3, -0.3], [0.5, 0.6, -0.8], [-0.5, 0.0, 0.1], [-0.5, 0.2, 0.1], [0.5, -0.9, 0.1], [0.0, 0.0, 0.5], [-0.5, -0.5, 1.3], [0.6, -0.5, 0.4], [-0.7, 0.6, 1.1], [0.0, 0.1, -0.2], [1.0, -0.1, 1.1], [-1.3, 1.9, -0.3], [0.3, -0.3, -0.1], [0.0, -0.4, -0.4], [0.4, -0.3, -0.7], [-0.3, 0.3, -0.4], [-0.4, -0.3, 0.6], [-0.3, 0.0, 1.6], [0.5, -0.3, 0.0], [-1.3, 0.7, -1.6], [0.1, -0.1, 0.0], [1.0, -1.1, 1.5], [-0.1, -0.6, -0.9], [-0.3, -0.1, 1.1], [2.3, 0.5, 0.9], [0.5, 0.8, 0.4], [-1.3, 1.5, 0.2], [0.0, 0.7, 0.1], [-0.6, -0.3, 0.8], [0.6, -0.5, 0.5], [0.3, -0.4, -0.3], [0.5, -0.2, -0.6], [-0.2, -0.2, 0.0], [-0.2, -0.1, -0.1], [-0.4, 0.4, 0.1], [1.2, 0.4, -0.8], [0.0, 0.3, 0.0], [0.0, 0.1, -0.1], [0.2, -0.1, -0.5], [-0.2, -0.7, -0.5], [0.3, 0.1, 0.3], [-0.3, 0.2, 0.0], [0.2, -0.3, 0.0], [0.3, 0.0, -1.0], [0.1, 0.5, -0.2], [0.9, 0.1, 0.9], [0.3, -1.0, -1.1], [-0.9, 1.7, -0.1], [0.1, 0.1, 0.1], [-0.1, 0.1, 0.0], [-0.3, 0.7, 0.4], [1.4, -0.8, 0.3], [0.2, 0.3, -0.4], [0.0, -0.3, -0.4], [-1.8, 1.4, -0.8], [0.7, -0.3, -0.7], [-0.9, -1.9, 0.4], [0.8, -0.6, -0.4], [-0.9, 0.0, 0.3], [-0.3, 0.1, -0.1], [-0.3, 0.3, -1.1]], "lowdin_charge": [0.101, -0.505, -0.151, 0.001, 0.080, -0.243, -0.157, -0.130, -0.070, -0.008, 0.034, 0.095, 0.116, -0.142, 0.088, -0.298, -0.106, 0.133, 0.097, -0.084, 0.136, 0.101, -0.233, 0.064, 0.102, 0.043, 0.088, -0.341, 0.092, 0.071, -0.047, -0.310, -0.096, 0.877, 0.094, 0.073, -0.247, 0.035, 1.032, 0.081, -0.180, 0.069, -0.189, 0.131, -0.249, -0.043, -0.074, -0.179, -0.105, -0.185, -0.305, 0.087, 0.090, 0.102, 0.035, 0.117, -0.013, -0.093, 0.096, 0.099, 0.146, 0.072, 0.092, 0.113, 0.097, -0.086, -0.474, -0.083, -0.470, 0.047, 0.120, -0.281, -0.002, -0.494, 0.078, -0.125, 0.042, -0.290, -0.127, -0.088, 0.085, -0.049]}